A:
Density functional theory data (ωB97M-V/def2-TZVPD) for a cluster of 2 separate species, C4H12 in total.

Results
Multiplicity: 2
Gap between HOMO and LUMO (alpha / beta), eV: 2.79 / 11.45
LUMO energy (alpha / beta), eV: 4.285 / 4.375
Net charge: -1

The geometry in XYZ format:
```
16
Properties=species:S:1:pos:R:3:mulliken_charge:R:1
C 0.1391 -0.9567 -2.4656 -1.698
C 1.3709 -0.3666 -1.7653 -0.923
H -0.0176 -2.0425 -2.3646 0.402
H -0.9372 -0.5930 -2.0450 0.534
H -0.0417 -0.8159 -3.4853 0.394
H 1.1973 0.4730 -1.0044 0.004
H 2.1126 0.1051 -2.3564 0.642
H 1.8553 -1.0822 -1.0731 0.445
C -1.2630 0.8218 2.5984 -1.689
C -0.1623 0.6019 1.4794 -2.529
H -1.9813 -0.0283 2.4891 0.393
H -0.7517 0.6574 3.5520 0.716
H -1.9895 1.5498 2.4447 0.877
H 0.5850 1.3922 1.6073 0.731
H 0.6015 -0.1487 1.8181 0.448
H -0.7175 0.4330 0.5707 0.253
```


B:
Density functional theory data (ωB97M-V/def2-TZVPD) for a cluster of 2 separate species, C4H12 in total.

Results
Multiplicity: 2
Gap between HOMO and LUMO (alpha / beta), eV: 2.70 / 12.15
LUMO energy (alpha / beta), eV: 4.290 / 4.526
Net charge: -1

The geometry in XYZ format:
```
16
Properties=species:S:1:pos:R:3:mulliken_charge:R:1
C 1.8995 -0.1917 1.2511 -1.825
C 0.9788 0.9934 1.4607 -2.101
H 2.5068 -0.4312 2.1346 0.762
H 1.2369 -1.0529 1.1344 0.216
H 2.5653 -0.0407 0.4100 0.463
H 0.3926 0.9263 2.4077 0.521
H 0.2820 1.2071 0.6558 -0.098
H 1.5979 1.8463 1.7409 0.977
C -0.7720 -0.8297 -1.3875 1.032
C -2.0614 0.0013 -1.3469 -2.339
H -0.2522 -0.5450 -2.3049 0.468
H -0.1127 -0.5852 -0.5584 -1.567
H -0.9812 -1.8903 -1.3455 0.590
H -2.7318 -0.1558 -0.4832 0.615
H -2.6257 -0.3171 -2.2460 0.533
H -1.9229 1.0651 -1.5227 0.753
```


C:
Density functional theory data (ωB97M-V/def2-TZVPD) for a cluster of 2 separate species, C4H12 in total.

Results
Multiplicity: 2
Gap between HOMO and LUMO (alpha / beta), eV: 2.76 / 12.53
LUMO energy (alpha / beta), eV: 4.281 / 4.477
Net charge: -1

The geometry in XYZ format:
```
16
Properties=species:S:1:pos:R:3:mulliken_charge:R:1
C 0.1167 1.9714 -1.2854 -1.555
C -0.0958 3.0030 -0.1577 -1.474
H -0.4071 1.0608 -0.9953 -0.077
H -0.3322 2.3515 -2.1973 0.672
H 1.1718 1.7069 -1.3806 0.699
H -1.0670 3.5071 -0.2228 0.466
H -0.0729 2.4975 0.8089 0.446
H 0.6580 3.7986 -0.1221 0.402
C 0.2145 -3.1455 0.4176 -1.921
C -0.2170 -1.8085 0.9981 -2.284
H -0.5305 -3.9355 0.5063 0.517
H 0.4113 -3.0958 -0.6562 0.616
H 1.1502 -3.5077 0.8611 0.565
H 0.5010 -1.0177 0.7719 0.318
H -0.3184 -1.8785 2.0826 0.798
H -1.1826 -1.5075 0.5710 0.811
```


Stability, lowest: A


A:
Density functional theory data (ωB97M-V/def2-TZVPD) for a cluster of 2 separate species, C4H12 in total.

Results
Multiplicity: 2
Gap between HOMO and LUMO (alpha / beta), eV: 2.77 / 12.17
LUMO energy (alpha / beta), eV: 4.299 / 4.481
Net charge: -1

The geometry in XYZ format:
```
16
Properties=species:S:1:pos:R:3:mulliken_charge:R:1
C 0.7558 -1.1976 2.4379 -1.934
C -0.3757 -1.5074 1.4590 -0.262
H 1.4990 -0.5415 2.0325 0.567
H 0.3248 -0.6389 3.2796 0.470
H 1.3378 -2.0455 2.8043 0.507
H -0.5877 -0.5950 0.9215 -0.738
H -1.1937 -2.0842 1.8991 0.716
H -0.0450 -2.2562 0.7412 0.560
C 0.2105 1.6425 -2.5392 -0.930
C -0.5670 1.0552 -1.3762 -1.525
H 1.1843 2.0332 -2.2397 0.574
H 0.2930 0.9108 -3.3440 0.444
H -0.2881 2.5445 -2.9206 0.405
H -1.2213 1.7559 -0.8431 0.377
H -1.2449 0.2279 -1.5850 0.337
H 0.0762 0.7238 -0.5610 -0.568
```


B:
Density functional theory data (ωB97M-V/def2-TZVPD) for a cluster of 2 separate species, C4H12 in total.

Results
Multiplicity: 2
Gap between HOMO and LUMO (alpha / beta), eV: 2.84 / 11.84
LUMO energy (alpha / beta), eV: 4.429 / 4.505
Net charge: -1

The geometry in XYZ format:
```
16
Properties=species:S:1:pos:R:3:mulliken_charge:R:1
C 1.5367 -0.0813 1.9837 -1.504
C 0.0952 -0.5750 2.1474 -1.327
H 2.2308 -0.9139 2.0974 0.450
H 1.6781 0.4036 1.0207 0.444
H 1.7461 0.6233 2.7925 0.426
H -0.6220 0.2101 2.3900 0.579
H -0.0018 -1.2862 2.9791 0.390
H -0.2212 -1.1311 1.2648 0.224
C -1.0374 -0.2142 -1.6506 -2.339
C -0.5959 0.9845 -2.4472 -2.361
H -1.4032 -1.0217 -2.3151 0.631
H -0.1738 -0.8210 -1.3257 0.471
H -1.7908 -0.1318 -0.8772 0.793
H 0.2124 0.7473 -3.1442 0.604
H -0.2488 1.8238 -1.8425 0.834
H -1.4045 1.3836 -3.0731 0.685
```


Stability, lowest: A


A:
Density functional theory data (ωB97M-V/def2-TZVPD) for a cluster of 2 separate species, C4H12 in total.

Results
Multiplicity: 2
Gap between HOMO and LUMO (alpha / beta), eV: 2.74 / 11.81
LUMO energy (alpha / beta), eV: 4.231 / 4.419
Net charge: -1

The geometry in XYZ format:
```
16
Properties=species:S:1:pos:R:3:mulliken_charge:R:1
C 2.2609 0.1703 -0.6067 -1.092
C 1.7700 1.6299 -0.5812 -2.555
H 1.6344 -0.5634 -0.1804 0.132
H 2.3471 -0.2436 -1.5900 0.467
H 3.2582 0.0686 -0.2617 0.533
H 2.2534 2.3724 -1.2559 1.008
H 1.9352 2.1191 0.4166 0.539
H 0.6064 1.7332 -0.7063 0.317
C -1.4152 -1.1284 0.1487 -0.384
C -2.5829 -0.7118 0.9758 -2.221
H -1.6785 -1.2812 -0.9231 0.536
H -0.6366 -0.2874 0.2315 -0.511
H -1.1495 -2.2312 0.5406 0.438
H -2.2758 -0.3877 2.0432 0.561
H -3.4714 -1.4905 1.1055 0.456
H -2.8556 0.2318 0.6436 0.775
```


B:
Density functional theory data (ωB97M-V/def2-TZVPD) for a cluster of 2 separate species, C4H12 in total.

Results
Multiplicity: 2
Gap between HOMO and LUMO (alpha / beta), eV: 2.75 / 11.85
LUMO energy (alpha / beta), eV: 4.305 / 4.351
Net charge: -1

The geometry in XYZ format:
```
16
Properties=species:S:1:pos:R:3:mulliken_charge:R:1
C 0.5522 -0.2397 -2.0223 -2.611
C 1.3784 1.0151 -2.2317 -2.060
H -0.5192 -0.0283 -1.9751 0.587
H 0.5502 -0.9277 -2.8834 1.218
H 0.9881 -0.7976 -1.1974 0.223
H 2.3606 0.7700 -2.6655 0.427
H 0.9859 1.6896 -2.9951 0.801
H 1.6214 1.4932 -1.2823 0.566
C -0.3726 -0.6635 1.8494 -0.088
C -1.6327 -0.0518 2.5058 -1.432
H -0.6622 -1.6815 1.5625 0.494
H 0.0631 -0.2585 0.9411 -0.890
H 0.4680 -0.6724 2.5497 0.480
H -1.3467 0.5996 3.3278 0.371
H -2.3274 -0.8487 2.7493 0.360
H -2.1071 0.6024 1.7672 0.553
```


C:
Density functional theory data (ωB97M-V/def2-TZVPD) for a cluster of 2 separate species, C4H12 in total.

Results
Multiplicity: 2
Gap between HOMO and LUMO (alpha / beta), eV: 2.82 / 12.26
LUMO energy (alpha / beta), eV: 4.345 / 4.489
Net charge: -1

The geometry in XYZ format:
```
16
Properties=species:S:1:pos:R:3:mulliken_charge:R:1
C -0.4201 2.8387 -0.7027 -1.921
C -1.3909 1.7005 -0.8567 -2.040
H 0.2477 2.9380 -1.5678 0.567
H -0.8175 3.8407 -0.6084 0.511
H 0.2335 2.7139 0.1254 0.754
H -1.9420 1.8046 -1.7989 0.619
H -1.0573 0.6635 -0.8550 0.251
H -2.1155 1.6788 -0.0326 0.675
C 0.3397 -2.7179 1.0473 -1.398
C 1.4937 -1.8324 0.5179 -1.161
H 0.0532 -3.5085 0.3586 0.433
H 0.5780 -3.1332 2.0307 0.411
H -0.5204 -2.0917 1.2356 0.404
H 1.6785 -2.0794 -0.5285 0.429
H 2.4443 -2.0113 1.0224 0.480
H 1.1950 -0.8044 0.6128 -0.014
```


Stability, lowest: A


A:
Density functional theory data (ωB97M-V/def2-TZVPD) for a cluster of 3 separate species, C6H9N in total.

Results
Gap between HOMO and LUMO (alpha / beta), eV: 7.37 / 7.37
LUMO energy (alpha / beta), eV: -0.560 / -0.559

The geometry in XYZ format:
```
16
Properties=species:S:1:pos:R:3:mulliken_charge:R:1
C -1.2136 1.4373 -0.0245 -0.941
C -0.1116 0.5567 -0.0850 0.230
C 0.0562 -0.8420 0.0815 0.833
C -1.0185 -1.8502 0.3566 -1.226
C 1.4396 -1.0430 0.1203 -0.559
C 2.0413 0.2083 -0.1277 -0.585
N 1.1018 1.1511 -0.2482 -0.381
H -2.1872 1.0762 -0.3686 0.267
H -0.4288 2.6207 -0.8621 0.086
H -1.2902 2.2130 0.7322 0.314
H -0.6837 -2.8540 0.0736 0.344
H -1.9343 -1.6292 -0.2037 0.337
H -1.2801 -1.8787 1.4208 0.251
H 1.9487 -1.9968 0.2147 0.389
H 3.0774 0.4139 -0.3659 0.408
H 0.4829 2.4166 -0.7141 0.233
```


B:
Density functional theory data (ωB97M-V/def2-TZVPD) for an isolated molecule of C6H9N.

Results
Gap between HOMO and LUMO, eV: 8.13
LUMO energy, eV: 0.760

The geometry in XYZ format:
```
16
Properties=species:S:1:pos:R:3:mulliken_charge:R:1
C 2.6836 0.4552 2.1039 -1.300
C 1.6546 -0.0440 1.1902 0.858
C 0.8107 -0.4430 0.4281 -0.300
C -0.2433 -0.8925 -0.4863 -0.800
C -1.4396 0.0524 -0.4306 -0.167
C -1.5880 1.3089 -1.2053 -0.430
N -2.3160 -0.0288 -1.6208 -0.252
H 2.3403 0.4122 3.1424 0.293
H 2.9341 1.4959 1.8748 0.294
H 3.6003 -0.1384 2.0267 0.296
H -0.5377 -1.9209 -0.2331 0.288
H 0.1533 -0.9088 -1.5121 0.293
H -1.9927 -0.0394 0.5084 0.297
H -0.7438 1.3631 -1.9147 0.134
H -1.9949 -0.6263 -2.3758 0.248
H -3.3210 -0.0457 -1.4958 0.249
```


C:
Density functional theory data (ωB97M-V/def2-TZVPD) for an isolated molecule of C6H9N.

Results
Gap between HOMO and LUMO, eV: 9.28
LUMO energy, eV: 0.996

The geometry in XYZ format:
```
16
Properties=species:S:1:pos:R:3:mulliken_charge:R:1
C 0.8897 -0.4871 -1.0975 -1.448
C 0.2195 -1.1296 0.9236 -0.844
C 0.2638 0.1937 0.1879 1.881
C 1.1975 1.3318 0.5891 -1.607
C -1.1720 0.5902 -0.0673 -0.765
C -1.9181 -0.4738 0.2275 -0.490
N -1.0606 -1.4786 0.7585 0.045
H 1.9497 -0.6875 -0.9192 0.346
H 0.7645 0.2122 -1.9215 0.384
H 0.4355 -1.4464 -1.3710 0.380
H 1.2875 2.0305 -0.2554 0.341
H 2.1948 0.9460 0.8167 0.392
H 0.8397 1.9049 1.4498 0.369
H -1.5259 1.5587 -0.4085 0.364
H -2.9820 -0.6499 0.1331 0.442
H -1.3836 -2.4151 0.9543 0.210
```


Stability, lowest: B